No. 1
{
  "formula": "C13H28AlNO7PS2",
  "method": "ωB97M-V with the def2-TZVPD basis set",
  "charge": -1,
  "e_homo_ha": -0.1862,
  "e_lumo_ev": 2.05,
  "gap_ha": 0.261,
  "species": ["C", "C", "C", "C", "C", "Al", "N", "P", "O", "O", "O", "H", "H", "H", "H", "H", "H", "H", "H", "H", "H", "H", "H", "C", "C", "C", "S", "O", "O", "C", "H", "H", "H", "H", "H", "H", "H", "H", "C", "C", "C", "S", "O", "O", "C", "H", "H", "H", "H", "H", "H", "H", "H"],
  "xyz": [[4.1155, -0.1766, -0.0505], [3.3696, 0.7201, -0.3085], [2.4099, 1.7244, -0.6873], [1.7670, 1.2874, -2.0343], [0.6218, 0.2646, -1.7891], [-1.1216, 0.9556, -2.5755], [-1.1010, 2.8252, -2.8237], [-2.8720, 0.5093, -1.0010], [-4.0509, 1.3596, -1.2731], [-2.3270, 0.8412, 0.5332], [-3.2845, -1.0897, -0.9758], [4.6841, -1.0527, -0.1840], [2.8848, 2.6985, -0.7547], [1.6229, 1.7426, 0.0575], [1.4661, 2.1545, -2.6123], [2.5548, 0.7687, -2.5714], [0.9262, -0.6787, -2.2342], [0.4523, 0.1051, -0.7257], [-1.4575, 0.2023, -3.9641], [-1.9940, 3.1373, -3.1874], [-0.4139, 3.0033, -3.5488], [-2.1515, 1.7877, 0.5235], [-2.5790, -1.5453, -0.4973], [6.0799, 1.6742, 3.5411], [7.2235, 2.6984, 3.5891], [7.4027, 3.2499, 2.1684], [5.7899, 3.1232, 1.3776], [5.8752, 2.1793, 0.3028], [5.2504, 4.4454, 1.1840], [4.9573, 2.3352, 2.7492], [5.7484, 1.3896, 4.5388], [6.4147, 0.7710, 3.0261], [6.9572, 3.5100, 4.2696], [8.1485, 2.2545, 3.9562], [7.7154, 4.2909, 2.1663], [8.1028, 2.6510, 1.5891], [4.2205, 1.6318, 2.3657], [4.4681, 3.1164, 3.3311], [-6.7456, -3.0860, 0.3375], [-6.1676, -2.9412, -1.0747], [-5.5968, -4.3061, -1.4780], [-6.5524, -5.5345, -0.5809], [-5.6867, -6.2095, 0.3552], [-7.3793, -6.2784, -1.5004], [-7.5690, -4.3710, 0.3227], [-7.3533, -2.2263, 0.6153], [-5.9329, -3.1721, 1.0620], [-6.9636, -2.6559, -1.7661], [-5.4027, -2.1693, -1.1187], [-5.6944, -4.4942, -2.5438], [-4.5561, -4.4113, -1.1779], [-7.7803, -4.7680, 1.3131], [-8.4955, -4.2415, -0.2359]],
  "nbo_charge": [-0.33, 0.07, -0.50, -0.37, -0.98, 1.16, -1.39, 1.78, -1.15, -1.03, -1.01, 0.22, 0.23, 0.23, 0.19, 0.19, 0.21, 0.20, -0.43, 0.36, 0.35, 0.50, 0.49, -0.41, -0.40, -0.68, 2.18, -0.93, -0.95, -0.68, 0.22, 0.22, 0.20, 0.22, 0.25, 0.24, 0.28, 0.23, -0.40, -0.42, -0.67, 2.17, -0.95, -0.95, -0.67, 0.23, 0.22, 0.20, 0.27, 0.25, 0.25, 0.25, 0.23]
}

***

No. 2
{
  "formula": "C54H49GeN5O5PS3Ti",
  "method": "ωB97M-V with the def2-TZVPD basis set",
  "s_squared": 0.754,
  "charge": 0,
  "e_homo_ha": [-0.2431, -0.2450],
  "multiplicity": 2,
  "e_lumo_ev": [-1.55, -1.55],
  "gap_ha": [0.186, 0.188],
  "e_above_lowest_kcal_mol": 4.8,
  "species": ["Ti", "O", "C", "C", "C", "C", "C", "C", "C", "P", "C", "C", "C", "C", "C", "C", "C", "C", "C", "C", "C", "C", "H", "H", "H", "H", "H", "H", "H", "H", "H", "H", "H", "H", "H", "H", "N", "C", "C", "O", "O", "H", "H", "H", "H", "S", "C", "S", "C", "N", "C", "C", "C", "N", "H", "H", "H", "H", "O", "C", "O", "C", "C", "Ge", "C", "C", "C", "C", "C", "C", "C", "C", "C", "C", "C", "C", "C", "C", "C", "C", "C", "C", "H", "H", "H", "H", "H", "H", "H", "H", "H", "H", "H", "H", "H", "H", "H", "H", "H", "H", "H", "N", "C", "S", "N", "C", "C", "C", "C", "C", "C", "H", "H", "H", "H", "H", "H", "H", "H"],
  "xyz": [[-0.1574, 0.0707, -0.3407], [-0.1111, 0.0240, 1.5719], [1.0360, -0.7146, 1.5513], [0.8807, -2.1501, 1.9513], [1.2238, -2.5328, 3.2455], [1.0420, -3.8377, 3.6622], [0.5299, -4.7893, 2.7859], [0.1965, -4.4233, 1.4964], [0.3546, -3.1022, 1.0809], [0.0337, -2.5376, -0.6112], [1.2946, -3.3928, -1.5921], [1.1055, -4.6761, -2.0998], [2.1563, -5.3428, -2.7053], [3.4035, -4.7374, -2.7957], [3.5963, -3.4629, -2.2875], [2.5426, -2.7828, -1.6927], [-1.5666, -3.2412, -1.0993], [-1.8619, -3.3471, -2.4575], [-3.1353, -3.7032, -2.8691], [-4.1323, -3.9382, -1.9308], [-3.8504, -3.8139, -0.5781], [-2.5731, -3.4667, -0.1606], [1.6478, -1.7963, 3.9159], [1.3083, -4.1224, 4.6713], [0.4000, -5.8133, 3.1095], [-0.1892, -5.1630, 0.8054], [0.1359, -5.1540, -2.0223], [2.0065, -6.3402, -3.0985], [4.2259, -5.2635, -3.2635], [4.5668, -2.9918, -2.3530], [2.6975, -1.7934, -1.2805], [-1.0947, -3.1377, -3.1940], [-3.3529, -3.7855, -3.9263], [-5.1283, -4.2096, -2.2537], [-4.6257, -3.9821, 0.1578], [-2.3659, -3.3568, 0.8964], [-2.3753, 0.0034, -0.1893], [-2.8965, 1.3342, -0.5471], [-1.8811, 2.4223, -0.1838], [-2.2803, 3.5169, 0.2137], [-0.6513, 2.0996, -0.3295], [-2.8046, -0.7157, -0.7650], [-2.6181, -0.2134, 0.7814], [-3.8615, 1.5407, -0.0812], [-3.0163, 1.3741, -1.6327], [3.7666, -0.9868, 1.2798], [2.2987, -0.2023, 1.3619], [2.1884, 1.6795, 1.1702], [3.2082, 2.1607, 2.4728], [2.6114, 2.9714, 3.3978], [3.2793, 3.5248, 4.4331], [4.5983, 3.2148, 4.5917], [5.1513, 2.3420, 3.6413], [4.4899, 1.8563, 2.6049], [1.6178, 3.1303, 3.2715], [2.7179, 4.1734, 5.0887], [5.1785, 3.6221, 5.4034], [6.1897, 2.0429, 3.7174], [-0.6240, 0.2229, -2.4909], [0.5406, 0.6894, -2.6128], [1.4047, 0.4464, -1.7081], [0.8896, 1.6496, -3.7158], [2.3499, 1.5342, -4.1531], [2.6547, 0.2188, -5.5770], [2.4829, 1.0997, -7.3160], [1.8998, 0.4525, -8.4031], [1.8187, 1.0703, -9.6435], [2.3219, 2.3504, -9.8151], [2.9082, 3.0088, -8.7438], [2.9867, 2.3858, -7.5075], [1.3827, -1.2660, -5.5618], [1.8089, -2.5529, -5.2397], [0.9442, -3.6352, -5.3266], [-0.3650, -3.4441, -5.7405], [-0.8093, -2.1685, -6.0588], [0.0599, -1.0914, -5.9707], [4.4493, -0.5252, -5.3995], [5.1321, -0.9891, -6.5230], [6.3860, -1.5695, -6.4055], [6.9794, -1.6902, -5.1567], [6.3160, -1.2283, -4.0302], [5.0588, -0.6519, -4.1531], [0.6926, 2.6329, -3.2740], [0.1715, 1.5250, -4.5257], [2.9429, 1.2702, -3.2778], [2.7248, 2.4963, -4.5039], [1.4962, -0.5467, -8.2816], [1.3604, 0.5515, -10.4757], [2.2572, 2.8350, -10.7806], [3.3046, 4.0076, -8.8722], [3.4541, 2.9139, -6.6841], [2.8326, -2.7177, -4.9256], [1.2962, -4.6266, -5.0746], [-1.0365, -4.2901, -5.8213], [-1.8301, -2.0113, -6.3838], [-0.2977, -0.1095, -6.2588], [4.6819, -0.8917, -7.5049], [6.9028, -1.9246, -7.2881], [7.9598, -2.1389, -5.0631], [6.7762, -1.3154, -3.0536], [4.5525, -0.3014, -3.2604], [-1.7895, 1.9879, 2.8443], [-3.1081, 1.6755, 2.7907], [-3.6296, 0.1142, 3.1013], [-3.8822, 2.7088, 2.3594], [-5.2710, 2.6910, 2.0911], [-6.2006, 2.1553, 2.9749], [-7.5492, 2.2164, 2.6640], [-7.9844, 2.8187, 1.4925], [-7.0555, 3.3733, 0.6254], [-5.7029, 3.3104, 0.9208], [-1.1474, 1.2077, 2.7653], [-1.5039, 2.8179, 2.3377], [-3.3729, 3.3852, 1.7912], [-5.8674, 1.6941, 3.8895], [-8.2685, 1.7929, 3.3530], [-9.0404, 2.8623, 1.2620], [-7.3804, 3.8549, -0.2876], [-4.9685, 3.7401, 0.2492]],
  "lowdin_charge": [0.90, -0.29, -0.56, -0.20, -0.02, -0.06, -0.07, -0.08, -0.28, 1.12, -0.32, -0.10, -0.10, -0.08, -0.07, -0.08, -0.36, -0.09, -0.07, -0.08, -0.08, -0.09, 0.12, 0.10, 0.10, 0.11, 0.11, 0.11, 0.11, 0.10, 0.06, 0.09, 0.10, 0.10, 0.11, 0.11, 0.00, -0.12, -0.62, 0.00, -0.12, 0.09, 0.02, 0.11, 0.13, 0.56, -0.97, 1.02, -0.59, 0.10, -0.02, -0.01, -0.06, 0.11, 0.15, 0.14, 0.11, 0.13, -0.06, -0.63, -0.11, -0.15, -0.23, 1.03, -0.27, -0.11, -0.09, -0.09, -0.09, -0.11, -0.25, -0.09, -0.08, -0.10, -0.09, -0.12, -0.27, -0.10, -0.09, -0.09, -0.10, -0.11, 0.14, 0.11, 0.06, 0.06, 0.10, 0.10, 0.10, 0.10, 0.09, 0.09, 0.09, 0.10, 0.10, 0.10, 0.10, 0.10, 0.10, 0.10, 0.10, 0.10, -0.88, 0.62, 0.06, -0.26, -0.05, -0.08, -0.10, -0.09, -0.03, 0.05, 0.09, 0.10, 0.08, 0.10, 0.10, 0.10, 0.11]
}

***

No. 3
{
  "formula": "C3H7Br2N",
  "method": "ωB97M-V with the def2-TZVPD basis set",
  "charge": 0,
  "e_homo_ha": -0.3332,
  "e_lumo_ev": -0.45,
  "gap_ha": 0.317,
  "e_above_lowest_kcal_mol": 24.6,
  "species": ["C", "C", "C", "N", "Br", "Br", "H", "H", "H", "H", "H", "H", "H"],
  "xyz": [[0.0623, 1.2232, -0.3469], [0.0204, -1.3770, -0.1262], [-0.6245, -0.0181, 0.2667], [-2.0713, 0.0150, -0.3418], [-3.1516, -1.5164, -0.0426], [-3.1162, 1.6025, 0.1129], [-0.4301, 2.2221, -0.0930], [1.1098, 1.3379, 0.1314], [0.1780, 1.1012, -1.3948], [-0.0015, -1.6655, -1.2591], [-0.5542, -2.1265, 0.5523], [1.0033, -1.3156, 0.3087], [-0.7057, 0.0626, 1.3598]],
  "nbo_charge": [-0.63, -0.64, -0.05, -0.59, 0.19, 0.16, 0.24, 0.22, 0.22, 0.24, 0.23, 0.22, 0.19]
}

***

No. 4
{
  "formula": "C15H34O12S3",
  "method": "ωB97M-V with the def2-TZVPD basis set",
  "charge": 0,
  "e_homo_ha": -0.3533,
  "e_lumo_ev": 0.48,
  "smiles": "CCO[C@@H]1CCC(=O)O1.CCOS(C)(=O)=O.CCOS(C)(=O)=O.CCOS(C)(=O)=O",
  "gap_ha": 0.371,
  "species": ["C", "C", "O", "C", "C", "C", "C", "O", "O", "H", "H", "H", "H", "H", "H", "H", "H", "H", "H", "C", "C", "O", "S", "C", "O", "O", "H", "H", "H", "H", "H", "H", "H", "H", "C", "C", "O", "S", "C", "O", "O", "H", "H", "H", "H", "H", "H", "H", "H", "C", "C", "O", "S", "C", "O", "O", "H", "H", "H", "H", "H", "H", "H", "H"],
  "xyz": [[-0.3334, 1.2743, 0.3782], [0.4204, 2.5170, -0.3117], [1.1309, 2.1858, -1.5348], [2.2467, 1.2953, -1.3167], [1.9090, -0.1388, -2.0013], [3.0577, -0.9819, -1.2156], [2.8630, -0.2973, 0.2197], [2.7583, -0.9169, 1.2942], [2.8137, 1.1362, 0.0103], [-0.1396, 1.3462, 1.5142], [0.1125, 0.2576, 0.0677], [-1.4664, 1.3086, 0.2539], [1.0887, 3.1090, 0.4150], [-0.4103, 3.2593, -0.6128], [3.1409, 1.6672, -1.9241], [0.8452, -0.5164, -1.8494], [2.0497, 0.0594, -3.1134], [2.8120, -2.0829, -1.3500], [4.0226, -0.6188, -1.7211], [-5.9628, -2.2222, 1.0755], [-4.7887, -2.2006, 0.1148], [-5.1398, -1.6007, -1.1320], [-5.2541, 0.0083, -1.2013], [-5.3018, 0.1515, -2.9655], [-4.0242, 0.5841, -0.7217], [-6.5332, 0.4066, -0.6779], [-6.2340, -1.2114, 1.3875], [-5.7170, -2.7970, 1.9712], [-6.8434, -2.6611, 0.6005], [-3.9247, -1.6962, 0.5570], [-4.4862, -3.2280, -0.1019], [-4.3531, -0.1942, -3.3739], [-5.4570, 1.2016, -3.2118], [-6.1301, -0.4458, -3.3447], [0.2642, -3.8955, 1.9268], [0.1645, -4.9488, 0.8391], [-0.4451, -6.1505, 1.3161], [-2.0484, -6.1741, 1.5112], [-2.2245, -7.9252, 1.7054], [-2.6748, -5.7799, 0.2754], [-2.3727, -5.5428, 2.7621], [-0.7249, -3.5361, 2.2185], [0.8460, -3.0377, 1.5810], [0.7353, -4.3075, 2.8223], [-0.3719, -4.5653, -0.0338], [1.1707, -5.2163, 0.5075], [-1.9339, -8.4147, 0.7769], [-3.2705, -8.1334, 1.9291], [-1.5951, -8.2525, 2.5320], [3.2973, 7.7874, 0.4589], [4.6915, 7.3572, 0.0424], [4.9651, 6.0101, 0.4280], [4.3148, 4.8122, -0.4412], [5.2882, 3.4956, 0.2322], [4.6739, 4.9890, -1.8244], [2.9527, 4.6241, -0.0271], [2.5343, 7.2408, -0.0991], [3.1515, 8.8539, 0.2734], [3.1303, 7.5840, 1.5193], [4.8415, 7.4888, -1.0331], [5.4267, 7.9865, 0.5497], [6.3318, 3.6552, -0.0358], [4.9283, 2.5605, -0.1962], [5.1613, 3.4818, 1.3140]],
  "nbo_charge": [-0.67, -0.09, -0.53, 0.38, -0.44, -0.54, 0.81, -0.54, -0.54, 0.22, 0.20, 0.24, 0.21, 0.20, 0.16, 0.23, 0.23, 0.25, 0.24, -0.64, -0.08, -0.72, 2.37, -0.88, -0.94, -0.93, 0.22, 0.22, 0.21, 0.19, 0.21, 0.25, 0.25, 0.25, -0.64, -0.08, -0.72, 2.36, -0.88, -0.94, -0.92, 0.22, 0.23, 0.22, 0.19, 0.19, 0.25, 0.25, 0.25, -0.64, -0.08, -0.72, 2.37, -0.88, -0.93, -0.93, 0.23, 0.22, 0.22, 0.20, 0.19, 0.25, 0.26, 0.26]
}

***

no.,DFT total energy (Eh)
1,-2473.8327
2,-7199.6352
3,-5321.2003
4,-2689.2669